Density functional theory data (the ωB97M-V functional and the def2-TZVPD basis) for a structure of composition C38H22N10SYb.

Structure (XYZ):
```
72
Properties=species:S:1:pos:R:3
C 14.92994 8.47018 10.37786
C 13.29193 17.45754 9.07799
H 7.32547 16.39593 11.31458
N 17.48938 15.02702 12.99657
C 14.98805 10.01309 10.53321
N 16.78375 17.68538 9.01693
C 13.10066 20.43488 6.77206
C 8.43106 14.94678 12.30755
C 14.78191 18.53391 7.78816
C 18.99707 16.44918 11.64026
H 17.09178 10.30341 11.02756
H 22.26742 16.90339 11.75589
N 15.09106 14.84821 12.78160
H 20.58791 15.61317 12.88620
N 15.78308 7.85969 11.18079
N 12.86659 15.56595 11.32947
H 16.38694 19.52549 6.62941
H 14.80000 21.14345 5.71134
H 17.14364 12.67752 17.49505
N 12.84234 13.92319 13.08541
H 7.49905 14.64798 12.71336
N 14.99227 12.78902 10.43411
C 10.65948 15.91361 11.07469
H 17.87888 14.02335 15.74159
C 14.08932 14.02934 13.51095
C 16.38982 12.80659 16.68024
C 13.85850 12.09807 10.19998
H 21.92982 18.44246 10.13468
C 15.51007 17.68639 8.78172
S 13.87244 7.73208 9.43531
C 14.16763 12.61039 15.61113
C 12.58889 19.45829 7.66979
C 16.12095 10.71846 10.82289
C 17.67130 15.84709 11.98288
C 14.39945 20.40327 6.36437
C 10.78022 14.91023 12.07321
C 17.36653 17.10097 10.08945
C 21.25824 17.03032 11.46591
H 12.95241 10.09674 10.01128
H 19.27011 18.72940 9.18815
H 16.97220 12.60358 11.05358
N 12.13981 17.12730 9.59828
C 11.94633 16.29480 10.64090
H 13.18947 12.25785 15.66357
C 16.05432 13.91941 14.69485
H 11.52397 19.52106 8.01378
H 14.54300 11.78728 17.36001
C 15.30982 19.47491 6.87965
C 8.33343 16.03324 11.46948
C 13.44482 18.52772 8.11096
H 9.53825 17.30243 10.06942
C 16.87367 13.62920 15.74690
C 9.62387 14.45026 12.73636
N 16.76339 16.21629 10.96940
N 14.48892 17.04122 9.46656
C 12.22877 14.75429 12.23867
C 15.07238 12.32076 16.63785
H 12.38350 21.21466 6.57962
H 15.66819 6.85422 11.20237
C 16.11739 12.08034 10.74478
C 19.68226 18.06790 9.95139
H 9.69425 13.72822 13.47594
C 20.32142 16.31449 12.11352
Yb 14.83616 15.14642 10.63022
H 16.32239 8.32674 11.91320
C 14.77377 13.31441 14.56624
C 13.84152 10.68270 10.18932
C 18.73919 17.28281 10.52345
H 12.92222 12.69895 9.85638
C 20.99477 17.95854 10.46038
C 9.43867 16.55426 10.84834
C 16.25004 14.66180 13.42577
```

lowest unoccupied orbital energy (spin up / spin down): -4.280 / -4.028 eV
HOMO level (spin up / spin down): -0.32998 / -0.34051 hartree
expectation value of S²: 1.25
2S+1: 2
ΔE to the lowest compared entry with this formula, charge and spin: 15.3 kcal per mole
charge: +1



Density functional theory data (the ωB97M-V functional and the def2-TZVPD basis) for the ion C7H18NOSi with charge -1.

Structure (XYZ):
```
28
Properties=species:S:1:pos:R:3
Si -0.53897 -0.59889 0.04333
H 1.25210 -1.86932 -1.16363
H -2.75192 0.17775 -0.93750
H -0.09817 3.61575 1.53387
H 0.81872 2.00652 -1.75019
N -0.44140 1.15774 0.53902
O -0.56066 -0.05260 1.52968
H -1.68648 0.41914 -2.06849
H 1.06852 -0.34503 -1.88057
H 1.64156 3.59722 1.41815
H -2.30555 -1.24969 -1.91853
C 0.78316 1.88835 0.49222
H 0.97508 3.52136 -0.88786
H 1.96763 -0.47649 -0.31817
H 1.06711 -3.25842 0.79634
H 0.08945 -2.92768 2.11230
H 0.81620 2.33112 2.55107
H -0.13828 -4.38958 1.25627
H -0.88204 -2.98835 -0.91389
H 1.75600 1.32986 0.47201
C 0.76509 2.88686 1.60416
C 1.11805 -0.85073 -0.87667
C -1.91650 -0.31469 -1.35504
C 0.54109 2.55799 -0.85683
C -0.88357 -2.59753 0.13081
H -0.63419 2.65871 -1.05373
H -1.87526 -2.90658 0.41703
C 0.05321 -3.32280 1.08484
```

lowest unoccupied orbital energy: 3.889 eV
HOMO level: -0.12951 hartree
2S+1: 1
ΔE to the lowest compared entry with this formula, charge and spin: 37.3 kcal per mole
charge: -1



Density functional theory data (the ωB97M-V functional and the def2-TZVPD basis) for a cluster of 4 separate species, C13H20N3O13S4 in total.

Structure (XYZ):
```
53
Properties=species:S:1:pos:R:3
O 2.28020 2.12558 -5.32902
O 3.76771 -1.18754 -0.79680
O -0.33995 2.66974 4.69179
H -6.02960 0.75790 3.85260
O 1.92482 1.31972 -7.59664
H -0.63741 0.99543 3.53678
O 0.73067 0.25183 -5.72543
O -5.69540 -1.12068 4.60187
C 5.05817 -1.18529 -0.25560
H 1.12510 -1.75437 -0.86752
H 2.16024 0.54488 -1.89880
H -6.75394 -1.66489 2.11567
C -1.31514 -2.04481 0.51044
O -4.31359 -3.04593 3.91062
N 5.32506 -1.65055 -2.43997
N 5.94500 -1.44906 -1.22443
H -0.41538 -3.31896 -1.09757
S -4.35478 -1.62749 3.84710
O -3.26885 -0.80444 4.26479
H -1.72318 1.13496 4.94047
C -6.14314 -0.78492 2.33454
O -4.77441 -1.18690 2.35377
H -1.32798 -1.68119 2.79615
H 3.86427 0.87455 -5.68368
H 0.07706 0.62265 6.49566
C -0.70490 1.28807 4.58769
C 4.00903 -1.49664 -2.12784
H 3.13550 2.96158 -7.81317
H -6.30720 -0.03069 1.56606
C 0.57529 -0.82197 -1.22872
C 0.31248 0.54469 5.43040
H 5.18995 -0.95931 0.82355
C -1.45060 -1.83583 1.70126
O 1.87847 3.17795 3.72819
H -7.48309 -0.26447 3.97374
C 3.20946 1.92803 -7.46340
S 1.24981 2.79363 4.94414
S 1.07803 1.53124 -6.23217
H 0.86945 0.35098 -3.16532
O 1.54895 1.22591 5.20035
H 0.39346 -0.50509 5.15398
C 1.45770 -0.19844 -2.38780
O 0.12255 2.56463 -6.44414
H 0.44314 -0.12410 -0.34220
H 4.27051 2.60878 -5.68416
C -1.13324 -2.43552 -1.01792
S 2.49797 -1.57102 -3.11908
C 3.52546 1.87160 -5.97924
H -2.12794 -2.75455 -1.46078
O 1.45171 3.49551 6.16865
N -0.70204 -1.27499 -1.81495
C -6.42211 -0.25531 3.72887
H 3.94667 1.39512 -8.06279
```

lowest unoccupied orbital energy: 2.018 eV
HOMO level: -0.08082 hartree
2S+1: 1
charge: -1



Density functional theory data (the ωB97M-V functional and the def2-TZVPD basis) for a structure of composition C19H27N3OS.

Structure (XYZ):
```
51
Properties=species:S:1:pos:R:3
H -2.69799 -2.99598 0.58692
H -3.91585 -3.00340 1.77754
N -0.51938 -0.87904 -1.23100
H -4.27971 1.31201 -0.33198
H 5.51500 2.12472 0.35249
C -1.66613 -1.50164 -1.83100
C 5.15387 0.35569 -0.03422
H -1.88081 -2.52701 -1.17464
C -4.00285 -1.36872 0.45268
H -3.27590 2.50525 1.49813
H -2.93273 3.71674 0.53315
H -1.51589 -1.86144 -2.74078
H -2.49374 -1.90478 2.06308
C -2.12358 0.39274 0.39478
H 7.27607 -2.36100 0.41342
C 1.47301 0.46107 -1.25363
C -3.18288 2.56824 0.63873
N 3.35080 1.67811 -0.58014
C -4.71790 -0.55198 1.67184
H -0.79959 -1.21843 0.84272
H 8.71144 -0.29537 1.37737
C 3.80252 0.29255 -0.50563
H -3.61279 -1.25054 -1.96423
C -2.99356 -0.78662 -1.37769
C -3.27131 -2.35691 1.39758
C -0.67395 -0.54099 0.22540
H 1.36968 2.69336 -1.08076
H 0.43065 -0.51541 -2.80215
H -2.88084 0.32393 -2.19496
C -1.85034 1.60454 0.02126
H -1.72159 1.89663 -1.06364
S 2.70796 -0.75442 -1.07732
H -5.35855 0.46158 1.11119
H -4.34561 0.06850 2.46586
C 7.16470 0.97052 0.78055
C 0.20038 0.16864 -1.93699
H -5.54897 -0.97404 1.99580
C 5.52674 -1.14660 0.17107
N -3.24026 -0.37160 -0.11583
H -0.49100 1.06013 -1.93329
C 5.95742 1.28807 0.44824
H -4.65089 -1.72780 -0.07571
H 4.98108 -1.90839 -0.00534
C 2.01725 1.80722 -1.31743
C 7.68680 -0.19296 0.91467
H 0.01862 0.19098 0.73796
O -4.16561 2.17205 -0.27894
H 7.78490 1.74867 1.24098
H -2.24722 0.25111 1.48523
C 6.91180 -1.39333 0.61188
H -0.98322 2.27533 0.69679
```

lowest unoccupied orbital energy: 0.004 eV
HOMO level: -0.26347 hartree
2S+1: 1
ΔE to the lowest compared entry with this formula, charge and spin: 432.5 kcal per mole



| no. | molecular weight (g mol⁻¹) |
| --- | --- |
| 1 | 823.8 |
| 2 | 160.3 |
| 3 | 554.6 |
| 4 | 345.5 |